The following is a quantum chemistry calculation of a 3-piece molecular cluster, C4H10O2 overall, from the OMol25 dataset.

The net charge is 0. The LUMO energy comes out at 0.5 eV. As for the highest occupied orbital energy: -8.7 eV. The energy above the lowest of the compared OMol25 structures with the same formula, charge and spin comes out at 2.556 eV. The value obtained for the gap between HOMO and LUMO is 9.23 eV. As for the SMILES: C=C(C)O.[H][H].C=O.

Last column: Mulliken charge in e.
Atoms and positions in Å:
C  -0.01  0.62  -1.32  -0.853
C  0.83  -0.19  -0.66  0.666
C  1.10  -1.62  -1.04  -1.165
O  1.55  0.18  0.43  -0.534
H  -0.15  1.65  -1.03  0.310
H  -0.55  0.25  -2.19  0.253
H  0.98  -2.27  -0.16  0.322
H  2.12  -1.74  -1.40  0.335
H  0.40  -1.95  -1.82  0.303
H  1.28  1.08  0.69  0.379
H  -1.96  -1.38  0.83  0.295
H  -1.55  -0.99  0.35  -0.293
C  -1.02  1.57  1.84  -0.054
O  -0.20  2.33  1.38  -0.465
H  -0.78  0.52  2.06  0.227
H  -2.06  1.91  2.04  0.275